{
  "formula": "C51H62LaN7O2P2",
  "method": "wB97M-V/def2-TZVPD",
  "total_charge": 2,
  "fmax_ev_per_a": 2.46,
  "symbols": ["C", "C", "H", "C", "C", "N", "C", "C", "H", "C", "H", "H", "C", "H", "C", "H", "C", "H", "H", "O", "C", "C", "C", "H", "H", "H", "C", "C", "C", "N", "C", "H", "C", "H", "C", "H", "H", "H", "N", "H", "H", "N", "H", "H", "C", "H", "C", "H", "H", "H", "P", "H", "H", "C", "H", "H", "C", "H", "H", "H", "C", "H", "H", "H", "H", "C", "N", "C", "C", "H", "H", "C", "C", "C", "H", "H", "H", "H", "C", "H", "C", "C", "La", "C", "C", "H", "H", "C", "H", "C", "H", "N", "C", "C", "P", "H", "C", "C", "H", "H", "H", "H", "H", "C", "C", "C", "C", "C", "N", "C", "C", "H", "C", "H", "H", "C", "H", "C", "H", "H", "O", "H", "H", "H", "H"],
  "positions_angstrom": [[2.10414, 9.40749, 19.98000], [-3.74489, 11.76222, 21.53262], [2.68940, 12.88892, 16.57133], [0.29309, 17.44321, 22.48317], [-4.23260, 10.47927, 15.17123], [3.60365, 14.76962, 19.66361], [-0.34580, 8.68808, 18.17705], [-2.04934, 11.07050, 19.95696], [-4.63808, 12.26117, 21.73227], [-3.24450, 11.72943, 20.24017], [4.35183, 13.05863, 21.48982], [3.08014, 19.96861, 19.39038], [3.20525, 13.69655, 23.21894], [2.04394, 10.14242, 13.86280], [1.80487, 15.60862, 22.85409], [2.13571, 14.69978, 24.77236], [-1.25570, 14.50735, 19.41040], [-0.17253, 19.31330, 17.91777], [6.08886, 17.36008, 21.38385], [4.51038, 11.75416, 19.73147], [2.92042, 7.20464, 20.58778], [6.99617, 16.06195, 19.44079], [2.95007, 7.60914, 21.91737], [6.05445, 13.24599, 18.16940], [0.70562, 10.65365, 15.97669], [4.68315, 15.85631, 15.95385], [-3.06014, 11.12879, 22.56873], [0.35026, 16.01548, 16.63127], [2.57513, 8.90850, 22.27450], [0.95300, 17.25010, 17.08047], [2.07871, 15.59421, 21.43382], [1.16255, 20.43129, 17.68756], [-2.28194, 11.66553, 15.95359], [5.99688, 16.59922, 16.91537], [5.40119, 16.51707, 21.18357], [3.66483, 12.94239, 23.84513], [-2.32333, 14.81593, 22.66965], [4.19116, 9.59625, 18.24642], [4.88379, 14.96303, 17.78298], [0.71659, 16.59632, 24.41478], [-2.47887, 15.01512, 17.73839], [1.48340, 16.32256, 19.16433], [-5.11438, 9.03403, 16.49583], [1.06794, 15.18943, 16.61028], [0.69499, 19.74163, 18.37656], [0.30234, 8.21370, 17.45086], [4.41961, 9.46160, 16.10223], [3.33537, 14.11073, 17.48360], [-1.50720, 12.37649, 15.70928], [7.26519, 17.11668, 19.24270], [1.49184, 10.57841, 18.73653], [4.36003, 16.88044, 21.23066], [-0.39274, 18.15255, 22.87290], [-3.21895, 11.43248, 14.95012], [-3.55341, 9.62726, 18.39047], [-0.10945, 17.99464, 20.47582], [1.56791, 18.04231, 16.02923], [3.22189, 6.21894, 20.28588], [4.27629, 16.95580, 17.31239], [2.21818, 17.37543, 15.42718], [0.90523, 16.56934, 23.35152], [0.02094, 16.10343, 15.57905], [-4.21434, 15.88920, 21.54715], [3.27832, 6.92436, 22.70338], [4.73222, 10.86821, 20.04419], [3.79110, 9.64650, 14.90650], [5.61643, 16.01046, 19.85190], [-3.40155, 15.50786, 20.95987], [5.89309, 13.98989, 17.36811], [-1.33656, 8.53576, 17.79603], [0.80812, 18.47326, 15.39089], [-4.31399, 9.78368, 16.36713], [4.97308, 16.18247, 16.94698], [2.40641, 10.16841, 17.24040], [-1.49286, 9.80401, 23.06851], [2.18435, 19.20347, 20.77656], [2.18020, 18.81932, 16.46449], [-3.15208, 11.92346, 13.98788], [3.15073, 14.74490, 21.02039], [4.26270, 11.59977, 18.79819], [2.63001, 19.02887, 19.77889], [3.60068, 13.74245, 21.83898], [1.06307, 13.67128, 19.27975], [2.15192, 9.80257, 21.30728], [-3.45820, 15.53408, 19.54873], [4.28911, 9.42513, 13.97900], [-0.29009, 8.13632, 19.13497], [2.39753, 14.64561, 23.72460], [-4.98759, 10.29443, 14.41084], [1.77786, 10.39381, 16.01187], [7.65772, 15.74248, 20.30606], [1.59338, 18.65907, 18.79220], [-1.91971, 10.37400, 22.27234], [-3.42818, 10.08773, 17.40784], [-1.15805, 11.37999, 18.43368], [-0.49117, 15.76472, 17.25628], [0.45389, 17.35275, 21.12036], [3.73582, 9.78731, 17.26940], [5.58388, 15.71846, 21.89300], [-0.43540, 9.92955, 20.82019], [3.36947, 18.26057, 19.78606], [5.45260, 9.08779, 16.10157], [2.61117, 9.14886, 23.31270], [1.34116, 17.37200, 18.39611], [4.69843, 15.20712, 19.21521], [1.36529, 16.48384, 20.55091], [2.49860, 8.12843, 19.63207], [-2.41706, 10.99751, 17.18367], [-0.04765, 10.10547, 18.32842], [-1.27975, 14.45393, 20.83975], [-2.32347, 14.94359, 21.60774], [-0.46508, 14.01746, 21.40614], [2.47651, 10.10587, 14.85100], [6.84962, 14.40432, 17.09470], [-3.78304, 12.21008, 19.42150], [-1.39243, 10.41119, 20.99813], [5.52077, 13.42797, 16.52392], [-2.40671, 15.04024, 18.80849], [-3.45178, 11.10949, 23.56769], [7.22193, 15.46225, 18.60762], [2.55813, 13.47695, 17.31709], [-4.34509, 15.97360, 19.11908], [2.47270, 7.78631, 18.60262], [1.76652, 10.77337, 21.58570], [0.45149, 20.37305, 19.23056]]
}


{
  "formula": "C51H68N6OP2V",
  "method": "wB97M-V/def2-TZVPD",
  "total_charge": -1,
  "fmax_ev_per_a": 0.87,
  "symbols": ["H", "H", "H", "C", "H", "C", "C", "H", "H", "H", "C", "N", "C", "N", "H", "H", "C", "C", "H", "C", "H", "C", "C", "C", "C", "C", "H", "C", "H", "C", "H", "H", "C", "H", "C", "C", "C", "C", "P", "H", "O", "C", "H", "H", "C", "C", "H", "H", "H", "H", "C", "C", "H", "C", "C", "C", "H", "H", "H", "H", "H", "H", "H", "H", "H", "H", "C", "P", "N", "H", "C", "C", "H", "H", "C", "H", "C", "C", "H", "C", "H", "H", "C", "H", "H", "N", "C", "H", "H", "C", "H", "H", "H", "C", "H", "C", "H", "H", "N", "H", "C", "C", "H", "C", "C", "C", "C", "H", "H", "H", "C", "C", "H", "C", "H", "H", "H", "V", "H", "H", "H", "H", "H", "C", "H", "H", "N", "H", "C"],
  "positions_angstrom": [[-5.14063, 2.77118, 1.70250], [2.70302, 3.27536, 1.22875], [3.88515, -3.29789, 1.43711], [-2.57988, -2.74811, -2.85224], [-3.44358, 2.57618, 1.20756], [4.16709, 1.81797, -1.46872], [-1.90036, -0.18887, -5.44737], [0.61675, -3.00840, 5.47336], [1.72192, -0.92520, 1.88014], [-2.64120, 2.89931, -1.44662], [5.58013, -3.56019, 0.09629], [-2.46554, -2.06452, 2.27201], [-2.50348, -3.66169, -0.23292], [2.36212, -1.68901, -1.83616], [5.19209, -4.54906, -0.14941], [1.01562, 3.19042, -1.31298], [1.45755, 3.24883, 2.99022], [-1.19868, -2.02224, 2.80323], [-0.05522, -1.25229, -5.15176], [-4.55434, -0.97005, 0.90600], [-0.11906, 0.14289, -0.92230], [4.63622, 2.59096, -2.68938], [4.53152, 0.25950, -3.26484], [-3.71015, 2.83147, 3.33329], [-7.31338, -0.67662, 0.82576], [1.44004, -2.52814, -1.04149], [2.14171, 3.94025, 3.50418], [-2.52809, -4.11352, -2.59193], [1.43778, 1.74062, -2.21465], [5.29541, -2.53294, -1.02708], [-4.05131, 4.16788, 1.66492], [3.10577, -4.22636, -2.59004], [-1.12278, 2.95908, 3.07436], [4.65079, -2.95213, -1.80124], [5.38318, 1.51980, -3.47624], [4.92127, -2.96454, 1.34415], [-2.47843, -4.57052, -1.28244], [0.01184, 4.69774, 4.36363], [-2.71530, -1.04065, 0.86250], [1.92659, -2.85638, -0.11649], [2.53090, -0.04009, 0.15231], [0.71934, 2.55886, -2.14985], [5.44377, -3.22929, 2.26412], [1.76186, -1.79495, -3.85283], [-0.70610, -0.46437, -4.79006], [-1.18187, 5.15042, 4.90045], [-6.92304, 1.30912, 0.09405], [-4.89372, 1.02835, 3.56045], [-3.19486, 0.74053, 3.13890], [1.40413, 4.48463, 1.20827], [4.93267, -1.46812, 1.05199], [-6.75692, -1.87738, 1.25557], [6.65631, -3.66378, 0.24776], [-3.86561, 1.36357, 3.72595], [1.65756, 3.45953, 1.49353], [2.50981, -2.23341, -3.17804], [-4.45389, 1.03457, 0.18390], [3.49405, -2.02662, -3.60402], [1.74502, 1.69417, 4.48165], [6.23148, -2.22667, -1.50946], [4.19951, -0.88905, 1.60925], [3.76669, 2.95014, -3.24414], [-3.64595, 1.05332, -5.46090], [6.37450, 1.37368, -3.04027], [-7.39530, -2.69889, 1.55512], [5.51498, 1.75426, -4.53285], [-1.60584, 3.21244, -1.57027], [3.28134, -0.62210, -0.97386], [4.63060, -1.41439, -0.37187], [-2.60041, -0.77270, -2.00483], [-2.34526, 4.49439, 4.53443], [-0.91587, -2.60526, 4.04960], [-3.62524, 1.22412, 4.78339], [1.03680, 2.76893, 0.92457], [-5.11575, 0.22743, 0.47424], [-3.29733, 4.82097, 4.94342], [-0.74328, 1.05142, -0.75153], [-5.38039, -2.02540, 1.28600], [2.41184, -1.93704, 4.07656], [-0.70273, 2.02463, -1.90467], [0.77298, 3.15063, -3.06943], [2.90499, 1.64804, 3.13444], [-4.11371, 3.09997, 1.88732], [3.86359, 0.08465, -4.11269], [0.14246, -3.52264, -2.45225], [-0.24306, -1.42967, 2.07684], [0.07519, 3.63065, 3.47902], [-1.71278, -3.05927, 4.62375], [-1.20446, 5.98833, 5.58521], [1.38584, -1.98722, 3.74143], [-2.51022, -4.82190, -3.41237], [5.25671, 3.44889, -2.43013], [-2.60129, -2.37801, -3.86850], [-2.71088, 0.82350, -4.96380], [5.17188, -0.62545, -3.15481], [-2.34866, 3.42254, 3.65368], [0.94209, 5.18716, 4.63831], [-4.41898, 3.38635, 3.96518], [-1.09010, 1.93146, 2.17736], [1.00928, -4.63850, -1.40936], [0.38083, -2.57335, 4.50872], [-2.59611, -1.83908, -1.80564], [-2.98137, 2.34975, -3.49459], [-2.57959, -2.29548, -0.48741], [1.86167, 1.83962, 3.40406], [-6.49666, 0.37165, 0.42903], [2.22377, -3.71987, -2.99431], [0.57151, 0.01038, -3.14349], [-2.47951, -4.01403, 0.79093], [1.94854, -4.21297, -3.92735], [-2.33359, 1.55867, -3.84527], [1.09938, -3.70425, -1.96324], [-1.56044, 3.99808, -2.33269], [-0.34626, 0.25541, -3.66653], [-2.42083, -5.63224, -1.07364], [-3.21158, -2.21003, 2.93344], [0.55516, -1.95709, -0.75439], [-1.09481, 0.65080, 1.00958], [3.33534, 2.27357, -0.94185], [-2.19255, -0.75940, -6.32072], [-1.28941, 3.62694, -0.61100], [-8.39035, -0.56313, 0.79836], [4.99312, 1.68023, -0.75557], [1.01915, -1.42229, 2.53639], [5.92644, -1.04462, 1.25204], [1.22956, 1.12408, 2.88992], [3.74623, 0.53713, -2.05831], [-4.95331, -2.97465, 1.58980], [-1.15116, 1.28659, -3.16521]]
}


In the order shown, the computed ΔE to the lowest compared entry with this formula, charge and spin values come out to 0.000 0.412 eV.